C4H4N2O2 | ωB97M-V with the def2-TZVPD basis set

Its LUMO energy is 0.76 eV. As for the SMILES: C=COc1cnno1. The value obtained for the HOMO energy is -9.230 eV. For the HOMO-LUMO gap, the calculation gives 9.9897 eV. Its energy relative to the best compared isomer or geometry (same formula, charge and spin) is 148.6 kcal/mol.

Each line ends with the natural charge from an NBO analysis.
Element x y z (Å)
C: 0.333 -3.013 -0.805  -0.451
C: 0.420 -1.961 -0.002  0.121
O: 0.843 -0.629 -0.500  -0.500
C: 0.274 0.485 -0.151  0.687
C: -1.046 0.317 0.370  -0.281
N: -1.214 1.467 0.896  -0.173
N: -0.384 2.358 0.563  0.022
O: 0.637 1.585 -0.309  -0.331
H: 0.292 -4.046 -0.260  0.243
H: 0.567 -2.861 -1.786  0.226
H: 0.045 -1.699 1.087  0.210
H: -1.442 -0.790 0.741  0.226


C5H13O3P | ωB97M-V with the def2-TZVPD basis set

Its LUMO energy is 0.36 eV. The value obtained for the HOMO energy is -8.824 eV. For the HOMO-LUMO gap, the calculation gives 9.1819 eV. Its energy relative to the best compared isomer or geometry (same formula, charge and spin) is 46.4 kcal/mol.

Each line ends with the natural charge from an NBO analysis.
Element x y z (Å)
C: -3.700 1.592 0.039  -1.179
C: 1.121 -0.445 -1.430  -0.627
C: 2.483 0.824 0.171  -0.598
C: 1.503 -1.554 0.910  -0.628
C: 1.384 -0.272 0.088  0.316
O: -4.573 -1.071 -0.319  -1.024
O: -2.107 -0.645 0.267  -1.015
O: 0.205 0.545 0.561  -0.796
P: -3.545 -0.063 -0.108  2.117
H: -2.767 2.119 -0.095  0.245
H: -4.739 1.900 -0.330  0.266
H: 0.821 0.394 -1.980  0.224
H: 1.965 -0.829 -1.799  0.207
H: 0.229 -1.071 -1.479  0.216
H: 3.516 0.416 -0.267  0.195
H: 2.574 1.094 1.151  0.196
H: 2.258 1.647 -0.351  0.213
H: 2.116 -2.131 0.314  0.220
H: 1.847 -1.260 1.841  0.211
H: 0.596 -1.986 0.923  0.225
H: 0.161 0.822 1.444  0.480
H: -1.349 -0.026 0.450  0.534


C16H20NiO13P2S3 | ωB97M-V with the def2-TZVPD basis set

Its spin multiplicity is 3. Its LUMO energy (alpha / beta) is 4.12 / 4.12 eV. The value obtained for the HOMO energy (alpha / beta) is -3.250 / -3.445 eV. Its expectation value of S² is 2.003. As for the total charge: -2. For the HOMO-LUMO gap (alpha / beta), the calculation gives 7.3733 / 7.5671 eV. Its energy relative to the best compared isomer or geometry (same formula, charge and spin) is 0.0 kcal/mol.

Each line ends with the natural charge from an NBO analysis.
Element x y z (Å)
Ni: 0.131 -1.026 0.460  1.585
O: 2.156 -0.748 -0.139  -1.017
S: 3.326 0.178 -0.236  1.276
C: 2.985 1.758 0.577  -0.641
C: 2.180 2.814 -0.192  -0.423
C: 1.706 3.947 0.746  -0.410
C: 0.253 3.783 1.129  -0.612
S: -0.832 4.235 -0.261  1.212
O: -0.372 3.567 -1.507  -0.993
C: -2.250 3.312 0.341  -0.165
C: -3.134 3.892 1.236  -0.259
C: -4.189 3.136 1.728  -0.222
C: -4.347 1.820 1.313  -0.210
C: -3.462 1.258 0.405  -0.186
C: -2.407 2.004 -0.096  -0.208
C: 3.328 0.802 -1.917  -0.154
C: 4.484 1.386 -2.418  -0.261
C: 4.490 1.880 -3.714  -0.226
C: 3.346 1.778 -4.496  -0.225
C: 2.202 1.182 -3.985  -0.179
C: 2.182 0.686 -2.688  -0.241
H: 3.997 2.130 0.791  0.199
H: 2.529 1.459 1.532  0.327
H: 1.324 2.365 -0.696  0.263
H: 2.817 3.241 -0.972  0.195
H: 1.869 4.936 0.305  0.190
H: 2.300 3.922 1.664  0.213
H: -0.059 4.496 1.902  0.208
H: 0.044 2.778 1.458  0.298
H: -2.993 4.920 1.551  0.199
H: -4.880 3.571 2.439  0.194
H: -5.159 1.225 1.711  0.197
H: -3.567 0.224 0.102  0.248
H: -1.689 1.582 -0.790  0.262
H: 5.373 1.447 -1.800  0.207
H: 5.386 2.338 -4.115  0.199
H: 3.349 2.163 -5.509  0.200
H: 1.307 1.105 -4.590  0.222
H: 1.289 0.226 -2.278  0.293
O: 1.617 0.824 3.144  -1.057
S: 0.287 0.421 2.674  2.567
O: -0.778 0.993 3.478  -1.028
O: 0.129 0.864 1.205  -1.155
O: 0.179 -1.070 2.527  -1.081
O: 1.205 -3.340 -2.032  -1.018
P: 0.102 -3.814 -0.952  2.559
O: 0.032 -5.283 -0.925  -1.146
O: 0.323 -3.009 0.308  -1.222
O: -1.304 -3.252 -1.614  -1.119
P: -1.637 -1.695 -1.848  2.556
O: -2.611 -1.383 -0.567  -1.026
O: -2.329 -1.499 -3.132  -1.138
O: -0.388 -0.905 -1.506  -1.251
H: 1.294 -2.378 -1.964  0.508
H: -3.277 -2.070 -0.467  0.496


C2H17NO8 | ωB97M-V with the def2-TZVPD basis set

Its LUMO energy is 0.08 eV. As for the SMILES: CNC(=O)O.O.O.O.O.O.O. The value obtained for the HOMO energy is -9.569 eV. For the HOMO-LUMO gap, the calculation gives 9.6480 eV. Its energy relative to the best compared isomer or geometry (same formula, charge and spin) is 45.8 kcal/mol.

Each line ends with the natural charge from an NBO analysis.
Element x y z (Å)
C: 0.804 1.116 2.925  -0.414
N: 0.903 1.813 1.604  -0.684
C: 1.170 1.029 0.464  0.888
O: 1.311 1.574 -0.575  -0.624
O: 1.186 -0.231 0.927  -0.736
H: 1.676 0.485 3.236  0.216
H: 0.754 1.908 3.762  0.216
H: 0.017 0.384 3.065  0.155
H: 0.595 2.782 1.455  0.446
H: 1.403 -0.962 0.429  0.522
O: -0.139 -3.381 -1.594  -0.959
H: -0.110 -2.774 -2.442  0.487
H: -0.868 -4.001 -1.738  0.474
O: 2.480 -1.229 -1.234  -0.926
H: 1.906 -0.880 -1.775  0.466
H: 2.428 -2.151 -1.285  0.475
O: -1.173 0.297 -3.634  -0.972
H: -0.670 1.071 -3.524  0.473
H: -1.142 -0.323 -2.960  0.485
O: -1.567 -1.152 -1.468  -0.980
H: -1.877 -0.459 -0.850  0.499
H: -2.118 -1.929 -1.086  0.492
O: -1.496 -0.484 1.296  -0.984
H: -1.094 0.095 2.041  0.480
H: -0.727 -0.918 0.849  0.493
O: -1.222 2.961 1.016  -0.948
H: -1.166 1.967 0.863  0.489
H: -1.265 3.391 0.234  0.471


C4H11NO | ωB97M-V with the def2-TZVPD basis set

Its LUMO energy is 0.96 eV. As for the SMILES: CNC[C@@H](C)O. The value obtained for the HOMO energy is -8.593 eV. For the HOMO-LUMO gap, the calculation gives 9.5536 eV. Its energy relative to the best compared isomer or geometry (same formula, charge and spin) is 59.2 kcal/mol.

Each line ends with the natural charge from an NBO analysis.
Element x y z (Å)
C: -1.588 0.949 1.818  -0.427
N: -0.689 1.205 0.700  -0.605
C: 0.175 -0.111 0.520  -0.246
C: 0.833 -0.073 -0.919  0.058
C: 1.057 -1.495 -1.403  -0.637
O: -0.187 0.541 -1.833  -0.691
H: -2.086 1.923 2.154  0.212
H: -2.362 0.254 1.363  0.185
H: -1.077 0.262 2.496  0.167
H: -0.047 1.979 0.927  0.340
H: -0.535 -0.966 0.598  0.191
H: 0.870 -0.181 1.339  0.184
H: 1.684 0.610 -0.898  0.166
H: 1.275 -1.572 -2.468  0.219
H: 0.220 -2.123 -1.180  0.217
H: 1.835 -2.114 -0.862  0.211
H: 0.621 0.912 -2.351  0.458


C2H4BrClO2 | ωB97M-V with the def2-TZVPD basis set

Its spin multiplicity is 3. Its LUMO energy (alpha / beta) is 0.47 / -4.21 eV. The value obtained for the HOMO energy (alpha / beta) is -7.475 / -10.492 eV. Its expectation value of S² is 2.006. For the HOMO-LUMO gap (alpha / beta), the calculation gives 7.9454 / 6.2778 eV. Its energy relative to the best compared isomer or geometry (same formula, charge and spin) is 0.0 kcal/mol.

Each line ends with the natural charge from an NBO analysis.
Element x y z (Å)
C: 0.509 -0.405 0.286  -0.132
C: -0.289 0.876 -0.205  0.207
O: 0.185 -0.654 1.599  -0.718
O: -0.366 1.080 -1.535  -0.699
Cl: 0.011 2.359 0.745  -0.045
Br: -2.637 0.355 0.578  0.050
H: 1.680 -0.281 0.304  0.196
H: 0.178 -1.225 -0.327  0.181
H: -0.798 -0.509 1.674  0.466
H: -1.077 1.786 -1.750  0.494


C13H9N2O4Yb | ωB97M-V with the def2-TZVPD basis set

Its spin multiplicity is 2. Its LUMO energy (alpha / beta) is -1.64 / -1.64 eV. The value obtained for the HOMO energy (alpha / beta) is -6.071 / -6.063 eV. Its expectation value of S² is 0.752. For the HOMO-LUMO gap (alpha / beta), the calculation gives 4.4331 / 4.4253 eV.

Each line ends with the natural charge from an NBO analysis.
Element x y z (Å)
Yb: -0.129 -0.713 -0.203  2.075
O: 3.485 1.971 0.125  -0.633
C: 2.299 1.401 0.047  0.807
O: 2.108 0.201 -0.049  -0.633
C: 1.144 2.374 0.070  0.063
C: 1.221 3.749 0.060  -0.188
C: -0.001 4.435 0.016  -0.153
C: -1.196 3.741 -0.031  -0.176
C: -1.166 2.345 -0.019  0.134
N: -0.009 1.711 0.047  -0.520
C: -2.408 1.443 -0.114  0.757
O: -3.494 1.978 -0.069  -0.590
O: -2.107 0.200 -0.233  -0.839
H: 4.176 1.288 0.085  0.518
H: 2.164 4.272 0.078  0.246
H: 0.001 5.517 0.008  0.234
H: -2.157 4.233 -0.080  0.261
N: 0.107 -2.665 0.212  -1.159
C: 0.366 -3.233 -0.990  0.176
C: 0.624 -2.493 -2.188  -0.398
C: 0.841 -3.075 -3.433  -0.163
C: 0.858 -4.450 -3.563  -0.314
C: 0.636 -5.216 -2.412  -0.177
C: 0.394 -4.646 -1.188  -0.267
H: 0.672 -1.389 -2.221  0.115
H: 1.012 -2.436 -4.291  0.199
H: 1.040 -4.923 -4.518  0.207
H: 0.651 -6.298 -2.487  0.203
H: 0.216 -5.262 -0.316  0.215


C24H64O8 | ωB97M-V with the def2-TZVPD basis set

Its LUMO energy is 0.44 eV. As for the SMILES: CC(C)O.CC(C)O.CC(C)O.CC(C)O.CC(C)O.CC(C)O.CC(C)O.CC(C)O. The value obtained for the HOMO energy is -9.538 eV. For the HOMO-LUMO gap, the calculation gives 9.9809 eV. Its energy relative to the best compared isomer or geometry (same formula, charge and spin) is 22.0 kcal/mol.

Each line ends with the Mulliken charge.
Element x y z (Å)
C: 1.299 -3.486 1.118  -0.807
C: 1.035 -2.928 2.527  0.493
C: 2.340 -2.443 3.142  -1.557
O: 0.021 -1.902 2.398  -0.045
H: 0.425 -4.118 0.866  0.116
H: 2.234 -4.043 1.203  0.549
H: 1.255 -2.597 0.502  -0.097
H: 0.703 -3.690 3.197  0.423
H: 3.053 -3.247 3.254  0.477
H: 2.074 -1.998 4.133  0.334
H: 2.735 -1.631 2.555  0.232
H: -0.136 -1.476 3.271  -0.061
C: 0.420 1.885 -4.593  -1.009
C: -0.892 2.399 -4.075  0.466
C: -2.032 2.196 -5.047  -1.279
O: -1.225 1.728 -2.856  -0.345
H: 0.825 2.326 -5.530  0.418
H: 0.217 0.847 -4.754  0.057
H: 1.235 2.077 -3.904  0.271
H: -0.827 3.483 -3.832  0.360
H: -2.164 1.118 -5.313  0.144
H: -1.914 2.710 -5.986  0.437
H: -2.866 2.625 -4.567  0.374
H: -1.304 0.729 -2.989  0.293
C: -0.021 1.635 4.632  -0.906
C: -1.072 0.736 5.303  0.547
C: -2.477 0.984 4.771  -1.302
O: -0.678 -0.651 5.048  -0.534
H: 0.090 1.451 3.572  -0.133
H: 0.976 1.362 4.998  0.383
H: -0.287 2.710 4.750  0.379
H: -0.986 0.872 6.365  0.247
H: -3.286 0.405 5.231  0.442
H: -2.617 0.824 3.697  0.168
H: -2.762 1.990 4.982  0.427
H: -1.410 -1.127 5.489  0.278
C: -0.006 4.961 2.277  -0.822
C: 1.064 5.486 1.402  0.433
C: 2.282 4.658 1.413  -0.876
O: 0.579 5.700 0.080  -0.615
H: 0.332 4.961 3.319  0.378
H: -0.264 3.916 2.034  -0.079
H: -0.875 5.590 2.235  0.348
H: 1.313 6.528 1.728  0.339
H: 2.948 5.000 0.646  0.333
H: 2.010 3.656 1.124  -0.091
H: 2.866 4.542 2.338  0.379
H: 0.261 4.838 -0.254  0.318
C: -1.378 -1.867 -4.768  -1.498
C: -1.552 -2.173 -3.305  0.985
C: -0.663 -3.326 -2.836  -1.223
O: -1.344 -1.003 -2.557  -0.248
H: -1.636 -2.788 -5.342  0.492
H: -0.349 -1.601 -4.992  0.272
H: -2.099 -1.107 -5.044  0.224
H: -2.600 -2.504 -3.126  -0.054
H: 0.359 -3.093 -2.731  0.280
H: -0.753 -4.097 -3.622  0.433
H: -1.059 -3.788 -1.940  0.192
H: -1.482 -1.158 -1.575  -0.314
C: 3.891 -0.843 -2.769  -1.060
C: 4.693 -1.488 -1.629  0.242
C: 4.352 -1.000 -0.199  -0.511
O: 4.436 -2.924 -1.871  -0.576
H: 2.791 -0.837 -2.623  0.005
H: 4.202 -1.420 -3.636  0.412
H: 4.258 0.173 -2.904  0.391
H: 5.766 -1.382 -1.893  0.328
H: 4.675 0.028 -0.025  0.418
H: 4.822 -1.677 0.492  0.421
H: 3.289 -1.137 -0.113  -0.334
H: 5.163 -3.475 -1.520  0.283
C: -4.077 -1.952 -0.334  -1.275
C: -3.100 -2.325 0.770  0.999
C: -3.290 -3.756 1.307  -1.361
O: -1.746 -2.190 0.175  0.438
H: -3.777 -0.977 -0.668  0.234
H: -5.115 -1.894 0.013  0.431
H: -4.022 -2.684 -1.160  0.231
H: -3.168 -1.647 1.627  0.089
H: -4.352 -3.873 1.591  0.432
H: -2.645 -3.911 2.215  0.245
H: -3.065 -4.522 0.504  0.224
H: -1.072 -2.167 0.854  -0.550
C: -1.415 1.128 0.773  -0.212
C: -0.049 1.615 0.311  0.693
C: 0.921 0.597 -0.245  -0.683
O: -0.255 2.787 -0.497  -0.055
H: -1.367 0.122 1.175  -0.106
H: -2.053 1.090 -0.132  0.203
H: -1.882 1.791 1.511  0.116
H: 0.475 2.033 1.212  -0.598
H: 0.565 0.367 -1.244  -0.020
H: 1.030 -0.237 0.472  -0.131
H: 1.912 1.037 -0.300  0.357
H: -0.720 2.467 -1.308  0.452